# 1
ORCA calculation (ωB97M-V with the def2-TZVPD basis set) on 16 unconnected molecules or ions with the total composition C16H64N32O16 at a distorted geometry.

```
128
Properties=species:S:1:pos:R:3:forces:R:3
C -1.825 2.883 2.483 2.903 -0.768 -1.160
O -0.643 2.783 2.136 0.985 -0.135 -0.292
N -2.193 2.454 3.627 -1.161 -2.039 4.852
N -2.802 3.293 1.755 -1.180 1.410 -2.458
H -3.186 2.338 3.771 0.320 -0.296 0.541
H -1.575 1.750 4.003 -0.510 0.157 0.564
H -3.705 3.305 2.207 -0.090 0.619 -1.185
H -2.457 3.661 0.880 -1.188 0.524 -0.136
C -4.625 0.616 0.389 -1.077 -2.368 3.256
O -4.074 -0.215 1.085 2.571 -1.487 0.740
N -5.873 0.807 0.571 -5.998 0.075 0.925
N -4.231 1.464 -0.435 5.131 3.825 -4.922
H -6.304 1.202 -0.252 -1.315 -0.289 0.866
H -6.337 0.265 1.286 -0.383 -0.027 -0.686
H -4.905 2.044 -0.914 0.763 0.102 0.031
H -3.234 1.583 -0.546 0.008 -0.072 -0.629
C 0.230 5.698 0.427 -0.934 5.822 -0.467
O -0.317 6.457 -0.384 -0.117 0.209 0.658
N 0.747 6.112 1.624 -0.423 0.452 0.080
N 0.429 4.486 0.176 1.132 -7.595 -0.683
H 0.636 7.100 1.801 0.348 -0.370 0.289
H 1.323 5.483 2.164 -0.064 0.573 0.133
H 0.058 3.943 -0.590 -0.027 0.963 -0.366
H 0.669 3.866 0.937 0.052 0.307 -0.110
C 3.959 2.865 -1.998 0.752 -1.038 7.752
O 3.224 2.270 -1.216 -0.636 -0.202 1.917
N 3.776 2.910 -3.208 -3.412 -1.092 -10.510
N 5.060 3.486 -1.697 3.429 1.448 2.142
H 2.854 2.522 -3.348 -0.433 0.252 -0.766
H 4.410 2.312 -3.719 0.375 0.409 -0.433
H 5.489 3.404 -0.787 0.016 0.273 -0.416
H 5.542 3.942 -2.459 0.088 0.087 0.533
C 3.288 3.194 2.340 -2.400 -1.089 -0.736
O 3.251 3.613 3.460 0.128 0.643 1.795
N 2.332 2.539 1.682 -3.379 -1.726 0.173
N 4.235 3.260 1.448 6.007 1.549 -0.557
H 1.432 2.300 2.074 0.150 0.323 -0.097
H 2.557 2.225 0.749 -0.507 -0.018 -0.166
H 5.114 3.467 1.901 0.367 0.295 -0.490
H 4.283 2.667 0.632 -0.431 0.167 0.004
C -2.056 -0.867 3.661 0.953 -0.994 -2.596
O -1.235 -0.914 4.574 1.139 1.109 1.327
N -3.309 -1.060 3.717 -4.965 0.020 3.913
N -1.795 -0.854 2.360 4.071 0.537 -0.629
H -3.853 -1.184 2.875 -0.313 -0.178 0.453
H -3.672 -1.085 4.659 -0.753 -0.232 -0.351
H -2.547 -0.630 1.723 0.402 0.145 -0.835
H -0.803 -0.946 2.195 -0.236 0.398 -1.199
C 1.393 1.061 5.435 2.960 0.033 4.827
O 0.901 1.783 6.235 -2.435 1.979 1.388
N 2.524 0.396 5.756 -0.559 -0.223 -0.022
N 1.111 0.934 4.214 -2.295 -1.099 -6.434
H 2.980 -0.182 5.065 0.782 -0.052 0.906
H 2.700 0.780 6.674 1.688 -1.007 0.277
H 1.621 0.233 3.695 -0.047 -0.397 -1.205
H 0.444 1.509 3.719 -0.464 0.518 -0.352
C 1.893 -4.852 -1.393 -1.432 2.252 3.692
O 1.325 -4.769 -0.327 -3.269 1.665 1.854
N 1.970 -3.925 -2.314 -0.406 1.482 -2.006
N 2.704 -5.808 -1.453 4.554 -5.059 -3.108
H 1.407 -3.098 -2.175 0.164 -0.110 -0.580
H 2.567 -4.108 -3.107 -0.377 0.923 -0.096
H 2.752 -6.526 -0.744 -0.123 0.268 -0.371
H 3.107 -5.889 -2.375 0.704 -1.159 0.452
C 3.577 -0.814 2.333 2.226 0.823 0.935
O 2.478 -0.540 1.949 -3.654 0.918 -1.371
N 3.877 -1.916 2.892 -0.674 -5.298 2.097
N 4.564 0.043 2.345 1.252 3.443 -1.048
H 3.070 -2.522 2.915 0.307 -0.988 0.230
H 4.714 -2.192 3.386 -0.130 0.245 -0.452
H 4.206 0.911 1.972 1.040 0.444 0.205
H 5.468 -0.063 2.782 -0.361 0.053 -0.273
C 0.788 -3.609 2.865 3.484 -1.308 2.166
O 1.661 -4.436 2.903 2.608 -1.849 -0.115
N -0.156 -3.611 2.046 -4.697 -0.702 -4.523
N 0.784 -2.608 3.686 0.245 3.681 2.960
H -0.084 -4.431 1.460 -0.841 0.134 -0.539
H -1.024 -3.181 2.333 -0.306 -0.447 -0.694
H 1.415 -2.673 4.472 -0.548 -0.015 0.099
H -0.085 -2.099 3.756 0.534 0.239 0.925
C -3.139 -3.721 0.607 1.826 -4.207 1.494
O -3.567 -3.725 1.745 -1.059 0.820 0.601
N -3.035 -2.766 -0.242 -1.114 4.153 -1.269
N -2.484 -4.795 0.091 0.435 -1.802 -0.167
H -2.516 -2.902 -1.097 -0.460 0.534 -0.097
H -3.557 -1.968 0.090 0.394 0.856 -0.913
H -2.057 -4.670 -0.816 -0.024 -0.682 0.177
H -2.618 -5.720 0.474 0.179 0.316 -0.063
C 2.440 -0.673 -3.930 1.911 -1.061 0.483
O 2.810 -1.600 -4.596 0.783 -2.665 -0.664
N 2.805 -0.351 -2.690 1.393 -1.433 2.758
N 1.788 0.300 -4.409 -4.356 4.740 -3.138
H 2.167 0.191 -2.125 0.371 0.005 0.296
H 3.344 -1.085 -2.253 -0.186 0.221 0.467
H 1.421 0.282 -5.350 0.132 -0.097 0.235
H 1.477 1.039 -3.797 -0.245 0.198 -0.359
C -0.358 3.082 -3.649 -2.315 -1.703 1.090
O 0.710 2.890 -3.155 2.896 -0.349 1.282
N -1.515 2.693 -3.106 -2.480 -0.416 2.690
N -0.593 3.444 -4.876 0.962 1.882 -3.527
H -1.569 2.364 -2.153 0.632 -0.245 -0.098
H -2.420 2.987 -3.442 0.392 0.044 -0.363
H -1.448 3.966 -5.006 0.393 0.057 -0.637
H 0.272 3.746 -5.301 -0.449 0.546 -0.609
C -0.276 -0.102 -0.624 -1.139 2.561 -0.694
O -1.174 0.469 -1.261 -0.803 -0.116 -0.409
N 0.618 0.550 0.061 2.210 2.193 1.882
N -0.088 -1.369 -0.565 -1.016 -5.035 -0.942
H 1.131 0.023 0.753 0.536 0.473 -0.066
H 0.650 1.559 0.066 -0.276 -0.345 -0.027
H -0.781 -1.925 -1.045 0.327 -0.132 -0.020
H 0.595 -1.902 -0.046 0.081 0.358 0.139
C -0.928 -3.410 -4.093 -0.617 -0.228 2.216
O -1.205 -3.053 -2.954 -0.547 0.600 1.686
N -0.934 -4.625 -4.475 -0.579 -6.407 0.445
N -0.629 -2.648 -5.051 1.520 5.798 -3.271
H -0.569 -4.992 -5.343 -0.189 0.221 0.330
H -1.148 -5.258 -3.718 0.137 -0.442 -0.493
H -0.489 -1.703 -4.722 0.198 0.236 -0.778
H -0.233 -2.955 -5.929 -0.094 0.254 0.354
C -4.946 -0.672 -3.114 -5.334 1.029 -1.842
O -5.803 0.005 -3.708 1.471 0.400 0.563
N -3.668 -0.701 -3.195 5.998 2.280 -0.961
N -5.286 -1.672 -2.333 -1.621 -2.895 2.495
H -3.197 0.123 -3.541 -0.029 -0.062 -0.317
H -3.185 -1.030 -2.371 0.209 -0.001 -0.213
H -4.558 -2.373 -2.338 -0.790 -0.525 0.535
H -6.251 -1.963 -2.283 0.250 0.002 -0.175
```
Forces are in eV/Å.

Output
HOMO (alpha / beta) ... -10.92 / -10.92 eV
LUMO level (alpha / beta) ... -1.90 / -7.78 eV
Kohn-Sham gap (alpha / beta) ... 0.331 / 0.115 Ha
Max |F| ... 11.10 eV/Å
Charge ... +1
Expectation value of S² ... 0.76
Multiplicity ... 2

# 2
ORCA calculation (ωB97M-V with the def2-TZVPD basis set) on a molecular structure, C4H5NO at a distorted geometry.

```
11
Properties=species:S:1:pos:R:3:forces:R:3
O 2.385 -0.150 0.536 0.237 -0.682 -0.020
C 1.395 -0.360 -0.334 -0.237 0.301 0.116
C 0.228 -0.931 0.068 0.309 0.276 -0.715
C -1.096 -0.726 0.127 0.348 0.029 0.051
C -1.428 0.708 0.031 0.164 0.119 0.097
N -0.496 1.559 -0.165 -0.370 -0.001 0.162
H 3.189 -0.401 0.065 0.201 0.756 0.058
H 1.003 -1.706 -0.500 -0.967 -0.923 0.539
H -1.859 -1.490 0.254 0.319 0.214 -0.187
H -2.485 0.982 0.142 0.160 -0.040 -0.088
H -0.836 2.514 -0.226 -0.165 -0.049 -0.012
```
Forces are in eV/Å.

Output
HOMO ... -8.12 eV
LUMO level ... 0.30 eV
Kohn-Sham gap ... 0.309 Ha
Max |F| ... 1.44 eV/Å
Charge ... 0

# 3
ORCA calculation (ωB97M-V with the def2-TZVPD basis set) on a molecular structure, C46H39ClGeN3OSTi at a distorted geometry.

```
93
Properties=species:S:1:pos:R:3:forces:R:3
Ti 1.022 -0.715 -0.663 -0.825 0.178 -0.074
C 0.001 1.762 -4.468 0.013 -0.083 -0.059
C 0.049 1.450 -2.993 -0.059 -0.095 -0.052
N 0.825 0.253 -2.661 0.135 0.356 0.080
C 0.884 -0.703 -3.626 -0.069 -0.225 -0.131
C 0.457 -0.556 -4.960 0.090 -0.100 0.136
C 0.111 0.786 -5.372 -0.107 0.128 -0.039
C 0.514 -1.647 -5.843 -0.007 -0.002 -0.012
C 1.000 -2.868 -5.430 -0.027 -0.022 -0.036
C 1.512 -3.010 -4.128 -0.036 0.100 -0.163
C 1.497 -1.941 -3.257 0.123 0.530 -0.098
N 2.025 -1.871 -1.984 0.090 -0.580 0.147
C 3.131 -2.598 -1.599 -0.132 -0.143 0.089
C 4.080 -3.200 -2.431 0.037 -0.038 0.171
C 5.140 -3.899 -1.856 0.018 0.018 -0.023
C 5.264 -4.018 -0.485 0.076 -0.056 0.048
C 4.330 -3.411 0.383 0.013 -0.029 -0.123
C 4.373 -3.513 1.799 -0.046 0.027 0.034
C 3.371 -2.855 2.523 -0.015 0.018 0.043
C 2.404 -2.118 1.886 0.070 0.193 0.212
N 2.323 -1.980 0.529 -0.155 -0.054 -0.087
C 3.277 -2.671 -0.196 0.092 -0.092 -0.254
H -0.237 2.775 -4.773 0.068 0.046 0.041
H 0.498 2.311 -2.480 -0.097 0.021 0.044
H -0.012 0.993 -6.432 0.022 0.001 -0.005
H 0.169 -1.509 -6.864 -0.004 0.004 -0.005
H 1.011 -3.713 -6.110 0.003 0.003 0.007
H 1.941 -3.949 -3.805 -0.031 -0.015 -0.009
H 3.991 -3.124 -3.505 0.012 0.023 -0.010
H 5.878 -4.364 -2.503 0.005 -0.005 0.005
H 6.083 -4.582 -0.050 0.005 -0.005 -0.013
H 5.155 -4.085 2.284 0.009 -0.010 0.019
H 3.348 -2.891 3.606 0.003 0.001 0.002
H 1.691 -1.562 2.477 0.012 -0.020 0.006
Cl -4.796 6.237 -3.130 -0.033 0.050 -0.007
C -3.808 4.802 -2.941 0.001 -0.027 -0.011
C -4.000 3.732 -3.795 0.034 -0.021 0.037
C -3.216 2.596 -3.634 0.019 0.041 -0.003
C -2.250 2.516 -2.634 0.029 0.113 -0.025
C -1.394 1.305 -2.452 -0.027 -0.036 0.018
C -2.087 3.617 -1.791 -0.032 0.008 -0.040
C -2.858 4.760 -1.935 0.013 -0.036 -0.042
H -4.752 3.788 -4.571 -0.007 -0.004 -0.011
H -3.353 1.750 -4.296 -0.009 -0.004 -0.017
H -1.846 0.433 -2.930 0.026 0.001 -0.011
H -1.303 1.079 -1.395 0.090 -0.008 -0.130
H -1.359 3.553 -0.991 0.015 0.016 0.015
H -2.739 5.604 -1.269 0.010 0.003 0.021
C 1.167 0.659 1.125 -0.150 -0.025 -0.709
Ge -0.445 -0.083 1.947 0.168 0.423 0.774
C -2.081 1.044 1.773 0.106 0.053 0.282
C -2.808 1.141 0.590 -0.070 -0.305 -0.095
C -3.905 1.982 0.478 -0.103 -0.001 -0.047
C -4.323 2.738 1.563 -0.030 0.018 -0.010
C -3.635 2.633 2.763 -0.007 0.034 0.018
C -2.528 1.798 2.860 0.108 0.137 0.039
C -1.178 -1.918 2.138 -0.264 0.086 -0.103
C -0.688 -3.101 1.598 0.137 -0.059 -0.014
C -1.334 -4.311 1.809 0.077 -0.032 -0.057
C -2.502 -4.369 2.552 -0.087 -0.014 0.042
C -3.021 -3.198 3.085 -0.028 -0.035 0.009
C -2.364 -1.993 2.875 0.043 0.022 -0.013
C 0.067 0.196 3.920 -0.225 -0.064 -0.101
C 0.749 1.354 4.292 0.056 0.084 -0.175
C 1.111 1.620 5.603 0.060 0.057 0.080
C 0.820 0.703 6.604 0.022 0.026 0.048
C 0.174 -0.473 6.263 -0.008 -0.045 0.051
C -0.196 -0.713 4.944 -0.073 -0.172 0.002
H -2.522 0.513 -0.244 -0.076 -0.019 0.116
H -4.433 2.044 -0.467 -0.017 0.012 0.006
H -5.179 3.398 1.475 0.002 0.000 0.000
H -3.953 3.204 3.629 -0.011 0.010 -0.004
H -2.001 1.745 3.806 0.021 -0.024 0.010
H 0.209 -3.087 0.996 -0.009 -0.017 -0.033
H -0.920 -5.213 1.374 0.002 -0.012 0.001
H -3.008 -5.316 2.705 -0.009 0.002 0.012
H -3.940 -3.215 3.659 -0.008 -0.015 -0.001
H -2.796 -1.093 3.301 0.027 0.046 -0.022
H 1.040 2.054 3.520 -0.011 0.003 -0.016
H 1.640 2.537 5.840 -0.003 -0.006 0.009
H 1.110 0.897 7.631 0.000 0.000 0.001
H -0.042 -1.218 7.022 0.006 0.009 0.012
H -0.691 -1.651 4.720 -0.004 0.030 -0.027
C 1.118 3.586 1.388 -0.005 -0.256 0.148
S 0.824 2.093 0.318 0.215 0.423 0.259
C 2.344 2.364 -0.625 0.062 0.139 0.038
O -0.640 -0.913 -0.501 0.883 -0.516 0.027
H 0.354 3.604 2.163 -0.097 -0.069 -0.054
H 1.044 4.497 0.794 0.013 -0.003 -0.129
H 2.103 3.501 1.857 -0.010 -0.061 -0.060
H 2.422 3.414 -0.908 0.002 0.000 -0.032
H 2.334 1.736 -1.515 -0.061 -0.067 0.021
H 3.164 2.063 0.032 -0.059 0.033 0.015
```
Forces are in eV/Å.

Output
HOMO (alpha / beta) ... 0.35 / -1.04 eV
LUMO level (alpha / beta) ... 3.75 / 3.75 eV
Kohn-Sham gap (alpha / beta) ... 0.125 / 0.176 Ha
Max |F| ... 1.02 eV/Å
Charge ... -2
Expectation value of S² ... 0.77
Multiplicity ... 2

So what do the calculations give for calculated total energy? Going down the list: -98073.5500, -7761.3900, -157842.7395 eV.
So what do the calculations give for relative energy (zero: lowest compared OMol25 entry of this formula, charge and spin)? Going down the list: 430.4, 495.6, 0.0 kJ/mol.